Record 1
# C16H22N4O6S

The molecule C16H22N4O6S at a distorted geometry (wB97M-V/def2-TZVPD, OMol25).

Atoms and positions in Å:
C 5.584 0.828 1.160
S 5.648 0.061 -0.486
O 6.439 -1.127 -0.378
O 6.016 1.077 -1.422
N 4.118 -0.426 -0.889
C 3.571 -1.620 -0.302
C 2.594 -1.269 0.825
N 1.592 -0.336 0.360
C 0.255 -0.575 0.463
C -0.266 -1.867 0.254
C -1.617 -2.102 0.204
C -2.539 -1.056 0.332
C -4.000 -1.376 0.333
O -4.438 -2.253 1.056
N -4.794 -0.655 -0.489
C -4.394 0.319 -1.478
C -5.099 1.650 -1.181
O -6.496 1.482 -1.151
C -6.878 0.538 -0.173
C -6.233 -0.825 -0.439
C -2.060 0.206 0.614
C -0.689 0.447 0.717
N -0.319 1.721 1.243
O -1.087 2.651 1.074
O 0.718 1.801 1.881
C 2.145 0.890 -0.163
C 3.145 0.554 -1.284
H 4.881 1.648 1.145
H 5.316 0.074 1.888
H 6.583 1.197 1.357
H 4.411 -2.211 0.064
H 3.049 -2.186 -1.082
H 2.118 -2.166 1.217
H 3.141 -0.788 1.647
H 0.415 -2.688 0.092
H -1.988 -3.102 0.042
H -3.313 0.447 -1.486
H -4.720 -0.036 -2.465
H -4.895 2.378 -1.968
H -4.746 2.050 -0.219
H -7.965 0.468 -0.226
H -6.583 0.893 0.826
H -6.466 -1.533 0.357
H -6.587 -1.219 -1.399
H -2.729 1.027 0.824
H 1.353 1.502 -0.597
H 2.625 1.467 0.638
H 3.694 1.442 -1.596
H 2.590 0.161 -2.145

Computed properties:
HOMO-LUMO gap: 7.9261 eV
structure (SMILES): CS(=O)(=O)N1CCN(c2ccc(C(=O)N3CCOCC3)cc2[N+](=O)[O-])CC1
net charge: 0
LUMO energy: -0.7 eV



Record 2
# C25H57FGaN7O7PS

A structure of composition C25H57FGaN7O7PS (wB97M-V/def2-TZVPD, OMol25).

Atoms and positions in Å:
C 5.276 -4.042 0.285
C 3.918 -4.129 0.987
C 2.874 -3.160 0.389
C 2.895 -1.808 1.116
Ga 1.048 -3.934 0.438
O 1.164 -5.748 -0.350
C 1.366 -5.725 -1.579
N 1.551 -5.697 -2.723
P 0.141 -4.165 2.631
S 1.220 -5.212 3.944
C -0.451 -3.078 -0.629
C -1.673 -3.995 -0.730
F -0.836 -1.891 0.082
H 5.789 -3.101 0.508
H 5.143 -4.116 -0.800
H 5.941 -4.860 0.584
H 3.573 -5.166 0.939
H 4.030 -3.892 2.051
H 3.130 -2.989 -0.664
H 2.260 -1.068 0.624
H 3.914 -1.394 1.128
H 2.595 -1.918 2.163
H -0.208 -2.893 3.113
H -1.152 -4.691 2.462
H -0.146 -2.750 -1.625
H -2.483 -3.573 -0.126
H -2.005 -4.161 -1.758
H -1.467 -4.985 -0.307
C 7.651 0.955 0.664
C 6.838 1.212 1.916
O 6.980 0.536 2.921
N 5.938 2.226 1.864
C 5.688 3.151 0.773
H 8.310 0.117 0.867
H 6.994 0.707 -0.171
H 8.246 1.828 0.392
H 5.386 2.317 2.702
H 5.845 4.180 1.094
H 4.665 3.043 0.410
H 6.361 2.940 -0.051
C 5.654 8.308 -0.798
C 4.961 6.986 -0.558
O 5.581 5.940 -0.445
N 3.608 6.996 -0.464
C 2.688 8.113 -0.577
H 6.722 8.117 -0.843
H 5.329 8.757 -1.737
H 5.447 9.012 0.008
H 3.219 6.084 -0.282
H 2.107 8.243 0.335
H 1.990 7.948 -1.401
H 3.235 9.029 -0.777
C -4.831 -6.031 0.392
C -5.072 -4.911 1.381
O -4.377 -4.741 2.364
N -6.122 -4.081 1.120
C -7.059 -4.123 0.015
H -3.968 -6.602 0.720
H -5.699 -6.689 0.333
H -4.630 -5.628 -0.601
H -6.233 -3.350 1.804
H -7.015 -3.204 -0.573
H -8.081 -4.236 0.378
H -6.820 -4.955 -0.640
C -12.430 -4.799 0.030
C -11.280 -4.458 0.953
O -10.491 -3.567 0.693
N -11.153 -5.191 2.091
C -11.983 -6.280 2.556
H -12.379 -4.126 -0.820
H -12.359 -5.828 -0.323
H -13.390 -4.673 0.532
H -10.367 -4.917 2.661
H -12.434 -6.049 3.522
H -11.405 -7.200 2.662
H -12.783 -6.464 1.845
C -0.622 6.428 -0.044
C -0.935 7.795 0.524
O -0.110 8.439 1.151
N -2.186 8.282 0.315
C -3.286 7.660 -0.390
H 0.402 6.181 0.220
H -1.282 5.667 0.374
H -0.729 6.413 -1.129
H -2.335 9.192 0.722
H -3.606 8.269 -1.238
H -4.144 7.514 0.268
H -2.983 6.689 -0.768
C 4.771 0.227 -3.505
C 4.542 1.292 -2.455
O 4.281 1.007 -1.303
N 4.650 2.597 -2.844
C 4.955 3.115 -4.157
H 4.649 -0.738 -3.024
H 4.051 0.314 -4.320
H 5.775 0.296 -3.926
H 4.508 3.255 -2.092
H 5.873 3.708 -4.147
H 4.148 3.748 -4.533
H 5.090 2.294 -4.854

Computed properties:
HOMO-LUMO gap: 5.8638 eV
net charge: -1
LUMO energy: 1.6 eV



Record 3
# C38H32BCrF5N2O18

A structure of composition C38H32BCrF5N2O18 at a distorted geometry (wB97M-V/def2-TZVPD, OMol25).

Atoms and positions in Å:
Cr 1.171 0.015 -0.674
N 2.588 -2.920 -1.194
O 2.251 -3.288 -2.316
O 2.187 -1.765 -0.813
O 3.291 -3.594 -0.451
N -1.263 -1.484 -2.327
O -2.371 -0.937 -2.422
O -0.880 -2.359 -3.094
O -0.489 -1.107 -1.357
C -0.243 3.063 -0.918
O 0.294 3.757 -2.082
O 0.437 1.926 -0.870
C -0.132 3.995 0.328
F 0.997 3.696 1.027
F -0.066 5.323 0.079
F -1.178 3.796 1.170
C -0.381 4.854 -2.590
C -0.078 5.002 -4.092
H -0.136 4.007 -4.539
H -0.832 5.622 -4.576
H 0.919 5.401 -4.297
H -0.190 5.793 -2.063
H -1.475 4.769 -2.696
H -1.298 2.847 -1.115
B 0.759 -0.116 1.394
H -0.141 0.239 0.829
H 0.941 -1.224 1.123
H 1.732 0.361 1.052
H 0.655 -0.071 2.535
C 0.174 -5.696 1.019
C -0.513 -4.456 0.541
O -0.187 -4.356 -0.809
C 0.018 -5.633 -1.251
O 0.126 -5.969 -2.371
O 0.008 -6.474 -0.186
F -0.127 -3.366 1.266
H -0.361 -6.206 1.817
H 1.204 -5.590 1.360
H -1.588 -4.578 0.704
C 0.828 3.541 4.605
C 0.576 2.047 4.514
O -0.811 1.971 4.652
C -1.245 3.003 5.425
O -2.298 3.028 5.962
O -0.275 3.944 5.433
F 1.194 1.352 5.517
H 0.583 4.090 3.692
H 1.815 3.877 4.910
H 0.898 1.598 3.577
C 7.629 0.038 1.268
C 6.407 -0.542 1.563
C 5.294 -0.182 0.794
C 5.362 0.804 -0.176
C 6.628 1.342 -0.510
C 7.722 0.968 0.243
C 6.806 2.341 -1.593
O 7.834 2.945 -1.789
C 5.614 2.600 -2.480
C 5.751 3.417 -3.588
C 4.655 3.786 -4.359
C 3.399 3.273 -4.028
C 3.217 2.514 -2.872
C 4.323 2.167 -2.096
C 4.169 1.227 -0.944
O 3.070 0.823 -0.621
H 8.470 -0.270 1.876
H 6.289 -1.220 2.395
H 4.318 -0.545 1.097
H 8.687 1.427 0.064
H 6.695 3.847 -3.893
H 4.799 4.488 -5.168
H 2.487 3.429 -4.588
H 2.183 2.347 -2.593
C -8.614 -4.720 -0.555
C -7.593 -5.069 -1.444
C -6.304 -4.563 -1.305
C -6.017 -3.604 -0.338
C -7.048 -3.265 0.532
C -8.329 -3.827 0.446
C -6.835 -2.261 1.643
O -7.772 -1.931 2.336
C -5.472 -1.661 1.734
C -5.329 -0.554 2.556
C -4.063 -0.029 2.779
C -2.993 -0.471 2.000
C -3.195 -1.446 1.009
C -4.434 -2.118 0.925
C -4.609 -3.211 -0.073
O -3.659 -3.597 -0.713
H -9.596 -5.171 -0.483
H -7.694 -5.847 -2.190
H -5.625 -4.920 -2.068
H -9.108 -3.537 1.135
H -6.231 -0.230 3.060
H -3.894 0.867 3.363
H -2.054 0.062 1.948
H -2.427 -1.648 0.275

Computed properties:
<S²>: 3.78
HOMO-LUMO gap (alpha / beta): 6.5558 / 6.4547 eV
relative energy (zero: lowest compared OMol25 entry of this formula, charge and spin): 10.36 kcal per mole
net charge: -1
2S+1: 4
LUMO energy (alpha / beta): 0.0 / -0.1 eV